1.
Density functional theory data (ωB97M-V with the def2-TZVPD basis set) for a structure of composition C31H40Cl2N3O5RbS.

2S+1: 1
Charge: -2
Gap between HOMO and LUMO (Eh): 0.1602
LUMO level (eV): 3.65

Atoms and positions in Å:
Rb1 0.0187 0.2564 -0.0346
O1 -2.1457 -1.6275 2.1210
C1 -3.1747 -0.6948 1.8328
C2 -3.0207 0.6084 2.6132
N1 -1.8012 1.3161 2.2451
C3 -2.0548 2.4056 1.3013
C4 -2.8900 1.9879 0.0452
O2 -4.0337 2.4749 -0.0343
O3 -2.3329 1.1921 -0.7439
C5 -1.0059 1.7872 3.3738
C6 0.5431 1.7034 3.2009
O4 1.2245 2.4203 3.9583
O5 0.9523 0.8478 2.3819
H1 -1.2972 -1.1622 2.0611
H2 -4.1143 -1.1759 2.1255
H3 -3.2214 -0.4699 0.7629
H4 -2.9869 0.3532 3.6772
H5 -3.9134 1.2282 2.4419
H6 -1.0853 2.8070 0.9870
H7 -2.5991 3.2160 1.8155
H8 -1.2107 1.1538 4.2423
H9 -1.2713 2.8162 3.6624
Cl1 -1.0551 -2.3913 -1.4764
C7 0.3028 -2.3429 -2.6103
Cl2 1.8722 -1.9473 -1.9021
H10 0.0903 -1.5891 -3.3617
H11 0.3956 -3.3356 -3.0375
N2 0.9622 -2.2640 1.5186
S1 2.3489 -1.7634 2.0607
C8 2.3402 -1.6206 3.8582
C9 2.0192 -2.7014 4.6681
C10 1.9521 -2.5291 6.0387
C11 2.1942 -1.2768 6.5905
C12 2.5001 -0.1996 5.7747
C13 2.5816 -0.3662 4.3986
C14 3.5702 -3.0885 1.9357
C15 3.2967 -4.1585 1.1003
C16 4.2518 -5.1470 0.9170
C17 5.4753 -5.0614 1.5620
C18 5.7482 -3.9793 2.3920
C19 4.7995 -2.9886 2.5799
H12 0.6561 -3.0819 2.0497
H13 1.8179 -3.6697 4.2217
H14 1.6965 -3.3648 6.6791
H15 2.1220 -1.1411 7.6633
H16 2.6368 0.7898 6.1897
H17 2.7296 0.4860 3.7485
H18 2.3404 -4.1818 0.5907
H19 4.0386 -5.9823 0.2613
H20 6.2213 -5.8330 1.4152
H21 6.7055 -3.9082 2.8931
H22 5.0006 -2.1442 3.2272
C20 -1.4417 0.3380 -5.1541
C21 -0.1816 1.1290 -4.8996
C22 0.3787 1.9275 -5.9107
C23 1.5061 2.6779 -5.5980
C24 2.1147 3.5895 -6.6406
C25 2.0919 2.6308 -4.3418
C26 1.5977 1.7969 -3.2875
C27 0.4076 1.0789 -3.6640
N3 2.0297 1.5745 -2.0573
C28 3.0993 2.3016 -1.4012
C29 4.2726 2.8625 -2.2407
C30 3.7377 1.3045 -0.4144
C31 2.4857 3.4618 -0.6001
H23 -1.9888 0.7346 -6.0121
H24 -2.0983 0.3676 -4.2827
H25 -1.2201 -0.7136 -5.3699
H26 -0.0835 1.9915 -6.8909
H27 1.5766 3.5192 -7.5881
H28 3.1617 3.3348 -6.8266
H29 2.0882 4.6326 -6.3144
H30 2.9579 3.2626 -4.2038
H31 -0.0853 0.5104 -2.8828
H32 4.6116 2.1324 -2.9785
H33 5.1087 3.0854 -1.5706
H34 4.0205 3.7911 -2.7530
H35 4.2530 0.5171 -0.9724
H36 2.9870 0.8261 0.2133
H37 4.4618 1.8000 0.2398
H38 1.9491 4.1355 -1.2711
H39 3.2500 4.0339 -0.0623
H40 1.7847 3.0688 0.1384

---

2.
Density functional theory data (ωB97M-V with the def2-TZVPD basis set) for a structure of composition C31H40CoN4O in a non-equilibrium geometry.

2S+1: 4
Charge: -2
Gap between HOMO and LUMO (spin up / spin down) (Eh): 0.0819 / 0.2638
LUMO level (spin up / spin down) (eV): 4.58 / 4.49

Atoms and positions in Å:
Co1 0.8021 -0.4771 -0.3487
N1 -2.7003 -0.7901 0.9929
N2 -0.5629 -1.7354 -1.3298
C1 2.2773 0.7292 -0.8328
C2 2.7158 -0.4706 -0.1729
C3 2.0158 -0.5770 1.0880
C4 2.2110 -1.6852 2.0645
H1 2.3974 -2.6140 1.5077
H2 1.3119 -1.8203 2.6763
H3 3.0730 -1.5014 2.7237
C5 1.1566 0.5818 1.2112
C6 0.2563 0.8844 2.3614
H4 0.7937 1.4203 3.1636
H5 -0.1436 -0.0484 2.7894
H6 -0.5858 1.5094 2.0289
C7 1.2988 1.3698 0.0079
C8 0.5358 2.5969 -0.3621
H7 -0.3368 2.7210 0.2925
H8 0.1804 2.5220 -1.4036
H9 1.1656 3.4962 -0.2804
C9 3.7802 -1.3944 -0.6514
H10 4.7530 -1.1355 -0.2063
H11 3.8761 -1.3539 -1.7431
H12 3.5429 -2.4293 -0.3752
C10 2.8173 1.2585 -2.1172
H13 2.0130 1.6764 -2.7354
H14 3.2997 0.4540 -2.6855
H15 3.5602 2.0547 -1.9490
C11 -3.6406 -0.7731 1.9380
H16 -4.2289 0.1497 2.0336
C12 -3.8858 -1.8728 2.7714
H17 -4.6335 -1.7973 3.5559
C13 -3.1568 -3.0335 2.5317
H18 -3.3523 -3.9448 3.0966
C14 -2.1413 -3.0049 1.5814
H19 -1.5668 -3.8970 1.3606
C15 -1.8218 -1.8067 0.8933
C16 -0.4931 -1.8258 0.0993
H20 0.0511 -2.7130 0.4384
C17 -0.3392 -0.4450 -1.7698
C18 -0.5074 -2.6030 -2.4243
H21 -0.6660 -3.6676 -2.3303
C19 -0.3405 -1.8155 -3.5315
H22 -0.3236 -2.0603 -4.5789
N3 -0.3558 -0.4813 -3.1224
C20 -0.6576 0.7181 -3.8288
C21 0.1475 1.1561 -4.8894
C22 -0.0322 2.4666 -5.3489
H23 0.6037 2.8322 -6.1611
C23 -0.9632 3.3265 -4.7624
C24 -1.1055 4.7660 -5.1655
H24 -0.9454 5.4387 -4.3109
H25 -2.1195 4.9647 -5.5369
H26 -0.3905 5.0311 -5.9493
C25 -1.7992 2.8325 -3.7571
H27 -2.5730 3.4788 -3.3392
C26 -1.6390 1.5473 -3.2485
C27 -2.5331 1.0753 -2.1456
H28 -3.0940 0.1675 -2.4106
H29 -3.2732 1.8591 -1.9399
H30 -1.9910 0.8924 -1.2054
C28 1.2043 0.2726 -5.4682
H31 0.7760 -0.5147 -6.1020
H32 1.8146 -0.2004 -4.6908
H33 1.8709 0.8800 -6.0907
C29 1.4309 -0.8293 5.8971
N4 0.1050 -1.1117 6.4207
C30 -0.1586 -0.9300 7.8414
C31 -0.8676 -1.5056 5.5723
O1 -0.6911 -1.6980 4.3608
H34 2.0950 -0.6700 6.7506
H35 1.4254 0.0724 5.2645
H36 1.7898 -1.6719 5.2910
H37 -0.6943 0.0119 8.0368
H38 -0.7856 -1.7546 8.2073
H39 0.7957 -0.9174 8.3780
H40 -1.8473 -1.6361 6.0730

---

For each record above, in turn, the calculated energy relative to the best compared isomer or geometry (same formula, charge and spin) values are 36.8; 143.2 kJ/mol.